[1]
{
  "formula": "C30H84N2O14Pd",
  "method": "ωB97M-V/def2-TZVPD",
  "lumo_ev": [-1.890, -3.421],
  "gap_ev": [9.1, 7.1],
  "charge": 1,
  "spin_multiplicity": 4,
  "symbols": ["Pd", "C", "C", "C", "C", "C", "C", "N", "O", "C", "C", "C", "H", "H", "H", "H", "H", "H", "H", "H", "H", "H", "H", "H", "H", "H", "H", "H", "H", "H", "C", "C", "C", "C", "C", "C", "N", "O", "C", "C", "C", "H", "H", "H", "H", "H", "H", "H", "H", "H", "H", "H", "H", "H", "H", "H", "H", "H", "H", "C", "O", "H", "H", "H", "H", "C", "O", "H", "H", "H", "H", "C", "O", "H", "H", "H", "H", "C", "O", "H", "H", "H", "H", "C", "O", "H", "H", "H", "H", "C", "O", "H", "H", "H", "H", "C", "O", "H", "H", "H", "H", "C", "O", "H", "H", "H", "H", "C", "O", "H", "H", "H", "H", "C", "O", "H", "H", "H", "H", "C", "O", "H", "H", "H", "H", "C", "O", "H", "H", "H", "H"],
  "xyz": [[0.634, 2.055, 2.027], [-2.139, 1.330, -1.569], [-2.188, -0.079, -0.823], [-2.803, -1.164, -1.821], [-2.687, -2.643, -1.257], [-1.206, -3.011, -0.907], [-0.502, -1.921, 0.032], [-0.789, -0.506, -0.390], [-0.102, 0.608, 0.361], [1.046, -2.156, 0.065], [-1.091, -2.257, 1.382], [-3.210, 0.064, 0.324], [-1.162, 1.387, -2.049], [-2.071, 2.113, -0.814], [-2.905, 1.518, -2.321], [-2.327, -1.158, -2.801], [-3.815, -0.826, -2.046], [-3.135, -3.330, -1.975], [-3.368, -2.725, -0.409], [-0.528, -3.225, -1.733], [-1.221, -3.945, -0.345], [1.666, -1.786, 0.881], [1.510, -1.829, -0.866], [1.244, -3.227, 0.099], [-0.566, -3.144, 1.737], [-2.160, -2.474, 1.382], [-0.900, -1.393, 2.018], [-2.765, 0.650, 1.128], [-3.389, -0.888, 0.825], [-4.094, 0.552, -0.085], [3.045, 1.711, -0.837], [3.924, 2.887, -0.429], [4.136, 3.925, -1.655], [4.744, 5.305, -1.210], [3.959, 5.854, -0.035], [3.759, 4.940, 1.241], [3.311, 3.586, 0.766], [2.848, 2.706, 1.873], [2.623, 5.739, 2.054], [5.072, 4.872, 2.115], [5.366, 2.475, -0.148], [3.338, 1.327, -1.815], [2.023, 2.040, -1.024], [3.116, 0.896, -0.117], [3.129, 4.100, -2.033], [4.680, 3.478, -2.487], [4.774, 6.029, -2.024], [5.795, 5.147, -0.971], [2.974, 6.196, -0.354], [4.652, 6.641, 0.263], [3.050, 6.680, 2.402], [2.136, 5.300, 2.925], [1.762, 5.924, 1.413], [5.998, 4.676, 1.574], [4.910, 4.174, 2.937], [5.260, 5.770, 2.704], [5.593, 1.576, -0.722], [5.746, 2.156, 0.822], [6.091, 3.269, -0.328], [-6.626, -1.622, -1.527], [-7.096, -0.339, -1.299], [-6.121, -1.661, -2.492], [-6.053, -1.891, -0.640], [-7.510, -2.257, -1.461], [-7.620, -0.065, -2.054], [-1.246, -6.724, -1.814], [-0.640, -7.336, -2.975], [-1.161, -5.647, -1.956], [-2.210, -7.224, -1.714], [-0.782, -7.166, -0.932], [0.264, -7.543, -2.727], [-1.757, -1.557, 4.981], [-1.069, -0.314, 5.153], [-1.063, -2.251, 5.456], [-2.674, -1.484, 5.565], [-1.935, -1.872, 3.953], [-1.136, -0.088, 6.084], [-0.378, 4.317, 0.211], [-0.271, 4.015, 1.587], [0.518, 4.697, -0.280], [-0.690, 3.499, -0.438], [-1.111, 5.090, -0.019], [-0.554, 4.826, 2.017], [2.183, -0.616, 3.379], [1.036, 0.217, 3.319], [2.451, -0.794, 4.420], [1.927, -1.602, 2.992], [3.091, -0.249, 2.902], [0.387, -0.099, 3.952], [-2.721, 2.374, 3.003], [-1.482, 1.700, 2.943], [-2.779, 3.030, 3.872], [-2.976, 2.875, 2.069], [-3.521, 1.639, 3.082], [-1.364, 1.156, 3.726], [1.935, -4.913, -2.076], [3.033, -5.677, -2.519], [1.445, -5.354, -1.208], [2.305, -3.952, -1.718], [1.121, -4.755, -2.785], [2.736, -6.571, -2.705], [0.981, 3.710, -4.150], [-0.106, 3.013, -4.568], [1.069, 3.542, -3.076], [1.828, 3.306, -4.704], [0.925, 4.797, -4.209], [-0.024, 2.081, -4.352], [-5.426, -0.615, 2.623], [-6.427, -0.836, 3.598], [-5.468, -1.501, 1.989], [-5.621, 0.398, 2.270], [-4.445, -0.544, 3.093], [-7.022, -1.502, 3.245], [4.164, -1.437, -1.610], [5.027, -1.066, -2.610], [4.624, -1.086, -0.686], [3.175, -0.983, -1.679], [4.116, -2.526, -1.613], [4.610, -1.115, -3.473], [0.634, -0.830, -4.187], [-0.240, 0.284, -4.028], [0.033, -1.738, -4.245], [1.198, -0.683, -5.108], [1.322, -0.998, -3.359], [-0.567, 0.323, -3.127], [-3.239, -6.327, 1.443], [-4.051, -6.225, 0.295], [-3.314, -7.216, 2.069], [-2.187, -6.348, 1.159], [-3.290, -5.478, 2.125], [-4.960, -6.184, 0.603]]
}

---

[2]
{
  "formula": "CH4NO5S2",
  "method": "ωB97M-V/def2-TZVPD",
  "lumo_ev": [3.632, 2.159],
  "gap_ev": [5.3, 8.1],
  "charge": -1,
  "de_lowest_kcal_mol": 0.00,
  "spin_multiplicity": 3,
  "symbols": ["C", "N", "O", "O", "O", "O", "O", "S", "S", "H", "H", "H", "H"],
  "xyz": [[-0.159, 0.389, -0.818], [-0.696, 1.547, -0.196], [2.883, 1.137, -0.502], [-0.272, -2.266, -0.691], [1.904, -0.277, 1.240], [-0.544, -0.977, 1.415], [-2.346, -1.033, -0.205], [2.137, -0.088, -0.219], [-0.897, -1.080, -0.143], [-0.294, 0.373, -1.893], [-1.717, 1.534, -0.239], [-0.440, 1.523, 0.790], [0.440, -0.781, 1.462]]
}

---

[3]
{
  "formula": "C31H48N2PtSi2",
  "method": "ωB97M-V/def2-TZVPD",
  "lumo_ev": [-5.342, -9.324],
  "gap_ev": [8.3, 5.0],
  "charge": 2,
  "spin_multiplicity": 5,
  "symbols": ["Pt", "C", "C", "C", "C", "C", "C", "C", "H", "H", "H", "H", "H", "H", "H", "H", "C", "Si", "C", "C", "C", "C", "C", "C", "C", "C", "N", "Si", "C", "C", "C", "H", "H", "H", "H", "H", "H", "H", "H", "H", "H", "H", "H", "H", "H", "H", "H", "H", "H", "H", "H", "H", "H", "C", "C", "C", "C", "C", "C", "C", "C", "N", "C", "C", "C", "C", "H", "H", "H", "H", "H", "H", "H", "H", "H", "H", "H", "H", "H", "H", "H", "H", "H", "H"],
  "xyz": [[0.067, -0.117, -0.244], [-1.235, 2.867, 1.780], [0.041, 2.123, 1.510], [0.245, 0.838, 2.055], [1.532, 0.278, 2.076], [2.610, 0.981, 1.539], [2.395, 2.206, 0.929], [1.122, 2.765, 0.901], [-1.024, 3.640, 2.522], [-2.001, 2.216, 2.198], [-1.629, 3.371, 0.897], [-0.537, 0.396, 2.661], [1.695, -0.644, 2.618], [3.614, 0.590, 1.622], [3.232, 2.751, 0.513], [0.981, 3.756, 0.486], [-1.031, -1.341, -5.388], [-0.337, -1.459, -3.644], [1.528, -1.634, -3.791], [-1.351, -2.827, -2.813], [-0.615, -0.013, -2.336], [-2.003, 0.213, -1.977], [-3.130, 0.257, -2.811], [-4.360, 0.570, -2.259], [-4.446, 0.851, -0.901], [-3.293, 0.770, -0.122], [-2.127, 0.450, -0.650], [0.122, 1.666, -3.131], [-0.740, 3.024, -2.143], [1.978, 1.660, -2.862], [-0.389, 1.879, -4.920], [-0.866, -2.308, -5.871], [-0.538, -0.591, -6.003], [-2.105, -1.153, -5.421], [1.776, -2.651, -4.107], [2.071, -1.413, -2.875], [1.897, -0.968, -4.574], [-1.107, -3.781, -3.286], [-2.414, -2.634, -2.973], [-1.181, -2.910, -1.743], [-3.030, 0.045, -3.867], [-5.246, 0.601, -2.878], [-5.389, 1.123, -0.448], [-3.317, 0.970, 0.941], [-0.784, 2.794, -1.081], [-1.757, 3.178, -2.511], [-0.190, 3.960, -2.272], [2.262, 1.277, -1.882], [2.333, 2.692, -2.934], [2.503, 1.083, -3.624], [-1.458, 1.707, -5.062], [0.157, 1.227, -5.600], [-0.184, 2.908, -5.227], [-2.500, -6.350, 1.236], [-2.275, -4.868, 1.344], [-3.249, -4.028, 1.888], [-3.052, -2.643, 1.984], [-4.096, -1.783, 2.642], [-1.898, -2.104, 1.467], [-0.876, -2.911, 0.880], [-1.092, -4.319, 0.895], [0.206, -2.320, 0.338], [1.458, -3.053, 0.052], [2.561, -2.072, -0.411], [1.290, -4.074, -1.095], [1.941, -3.764, 1.327], [-3.466, -6.636, 1.647], [-1.723, -6.899, 1.767], [-2.466, -6.662, 0.191], [-4.169, -4.455, 2.269], [-4.650, -2.352, 3.386], [-4.817, -1.428, 1.901], [-3.649, -0.919, 3.132], [-1.714, -1.045, 1.554], [-0.345, -4.987, 0.501], [2.121, -1.143, -0.803], [3.155, -2.503, -1.214], [3.231, -1.821, 0.406], [0.970, -3.561, -2.000], [0.581, -4.867, -0.880], [2.258, -4.539, -1.277], [2.025, -3.061, 2.158], [2.925, -4.194, 1.141], [1.269, -4.563, 1.630]]
}

---

[4]
{
  "formula": "CH3Cl2OPS",
  "method": "ωB97M-V/def2-TZVPD",
  "lumo_ev": [-2.250, -1.066],
  "gap_ev": [6.4, 7.8],
  "de_lowest_kcal_mol": 88.32,
  "symbols": ["C", "O", "P", "S", "Cl", "Cl", "H", "H", "H"],
  "xyz": [[1.822, 0.442, -0.460], [-1.493, 0.006, 1.449], [-0.994, 0.005, -0.143], [-1.361, -1.871, -0.728], [2.044, -1.203, -0.457], [-2.325, 1.325, -0.918], [1.741, 0.888, 0.489], [2.041, 1.187, -1.243], [-1.476, -0.779, 2.011]]
}

---

[5]
{
  "formula": "C7H8BNO2",
  "method": "ωB97M-V/def2-TZVPD",
  "lumo_ev": [-0.038, -0.144],
  "gap_ev": [8.3, 8.0],
  "de_lowest_kcal_mol": 126.38,
  "symbols": ["B", "C", "C", "C", "C", "C", "C", "C", "N", "O", "O", "H", "H", "H", "H", "H", "H", "H", "H"],
  "xyz": [[-2.885, 0.066, 0.006], [-1.242, 2.363, -0.123], [0.230, 2.399, 0.023], [-2.008, 1.311, -0.100], [-0.105, -0.522, -0.029], [1.033, 0.111, 0.042], [-1.058, -1.607, -0.108], [2.405, -0.527, 0.082], [1.114, 1.503, 0.095], [-2.421, -1.223, -0.015], [-4.227, 0.211, 0.161], [-1.666, 3.360, -0.242], [0.625, 3.410, 0.077], [-0.943, -2.137, -1.067], [-0.896, -2.332, 0.705], [3.003, -0.165, -0.753], [2.908, -0.247, 1.005], [2.324, -1.610, 0.030], [-4.686, -0.626, 0.247]]
}